# 1
9 unconnected molecules or ions with the total composition C35H70O11. Source: the OMol25 dataset; level of theory: ωB97M-V/def2-TZVPD.

LUMO level in eV: 0.419
Structure (SMILES): COC(=O)OC.C1CCOC1.C1CCOC1.C1CCOC1.C1CCOC1.C1CCOC1.C1CCOC1.C1CCOC1.C1CCOC1
Energy relative to the best compared isomer or geometry (same formula, charge and spin) in eV: 3.317
Orbital gap in eV: 9.77
Highest occupied orbital energy in Eh: -0.3435

Structure (ORCA input):
```
! RIJCOSX wB97M-V def2-TZVPD def2/J DEFGRID3
* xyz 0 1
C 9.14302 14.15917 7.51395
O 8.67788 13.81586 8.82800
C 8.79434 12.58818 9.38209
O 9.43695 11.66321 8.89856
O 8.18808 12.57861 10.57977
C 7.93598 11.28157 11.11132
H 10.20870 14.38659 7.54069
H 8.64200 15.03497 7.10157
H 8.92397 13.40101 6.76208
H 7.61990 10.54031 10.37735
H 7.03674 11.28658 11.72730
H 8.84829 10.95497 11.61047
C 17.72022 13.33184 16.08344
C 17.67256 12.36572 14.90453
C 18.42232 13.19701 13.79032
O 19.37695 13.97948 14.54720
C 18.76766 14.42609 15.76325
H 18.14194 12.82036 16.94869
H 16.79874 13.84757 16.35358
H 16.64346 12.10575 14.65661
H 18.12014 11.40996 15.17708
H 17.86985 13.88970 13.15544
H 19.02326 12.54273 13.15875
H 18.33394 15.42196 15.67249
H 19.59806 14.63262 16.43843
C 17.71295 8.83054 13.66536
C 16.73008 7.98192 12.88734
C 17.26584 6.55636 13.02769
O 18.47838 6.73918 13.75680
C 19.00030 8.07413 13.61160
H 17.26798 8.93741 14.65466
H 17.87458 9.86284 13.35500
H 16.66868 8.20473 11.82212
H 15.77268 7.98767 13.40836
H 17.31890 5.98971 12.09807
H 16.52451 6.03071 13.62954
H 19.53001 8.11326 12.65977
H 19.77871 8.21131 14.36218
C 12.54742 14.74311 9.64055
C 12.51102 16.01755 10.41684
C 13.97752 16.46533 10.42435
O 14.68392 15.33988 10.05069
C 13.90092 14.18249 9.92387
H 12.57774 14.97480 8.57589
H 11.72746 14.04143 9.79354
H 12.27456 15.81990 11.46237
H 11.89354 16.83178 10.03755
H 14.29536 16.96619 11.33880
H 14.04910 17.17325 9.59862
H 13.93376 13.66864 10.88459
H 14.18740 13.47338 9.14722
C 14.73796 10.18608 18.31694
C 14.16098 11.55692 17.86593
C 14.72556 12.48009 18.91477
O 14.94352 11.57381 20.07458
C 14.66894 10.14972 19.83744
H 15.81578 10.16025 18.15647
H 14.24874 9.37827 17.77270
H 13.07538 11.59649 17.95561
H 14.43624 11.72761 16.82517
H 14.00278 13.26213 19.14739
H 15.71164 12.88602 18.68907
H 13.71034 9.66293 20.01687
H 15.43130 9.45586 20.19165
C 13.90866 8.06104 9.48850
C 14.09770 9.38352 8.81849
C 14.80644 9.00598 7.48930
O 14.15580 7.80887 7.14571
C 13.83268 7.03185 8.32306
H 13.03020 8.13055 10.13005
H 14.79488 7.78415 10.05949
H 14.56024 10.15600 9.43285
H 13.11768 9.77842 8.55071
H 15.87348 8.82270 7.61559
H 14.68434 9.77896 6.73055
H 14.44630 6.14349 8.47262
H 12.80634 6.67249 8.24817
C 13.34696 15.16970 15.00063
C 13.41346 16.69780 15.34553
C 14.62602 17.22056 14.58131
O 15.37894 16.01379 14.26830
C 14.50436 14.95623 13.96947
H 12.39752 14.75473 14.66228
H 13.72048 14.64508 15.88004
H 13.40526 16.83510 16.42682
H 12.53562 17.25866 15.02469
H 15.20504 17.96913 15.12214
H 14.36328 17.76020 13.67144
H 15.10256 14.07575 14.20402
H 14.13026 14.89976 12.94724
C 8.11960 15.87599 12.87847
C 9.40784 15.14591 13.08534
C 8.98804 14.23138 14.30179
O 7.76574 14.81212 14.83754
C 7.61102 16.06971 14.26009
H 7.39912 15.28740 12.31050
H 8.20246 16.83430 12.36575
H 10.12109 15.89962 13.41898
H 9.78262 14.60080 12.21903
H 9.80364 14.18596 15.02350
H 8.82516 13.23076 13.90138
H 8.12364 16.86580 14.80005
H 6.59290 16.45551 14.20832
C 12.13378 11.14769 13.83333
C 13.41334 10.43253 13.87283
C 13.86036 10.39396 12.39030
O 13.37974 11.58912 11.90440
C 12.05116 11.83697 12.48022
H 12.10586 11.86564 14.65300
H 11.22354 10.55897 13.94728
H 13.27700 9.41960 14.25162
H 14.19554 10.95460 14.42391
H 13.30242 9.64065 11.83415
H 14.88210 10.17953 12.07697
H 11.22284 11.50496 11.85433
H 11.82018 12.87715 12.70997
*
```

=====

# 2
2 unconnected molecules or ions with the total composition CHBr2Cl2P. Source: the OMol25 dataset; level of theory: ωB97M-V/def2-TZVPD.

LUMO level (spin up / spin down) in eV: -3.297 / -3.298
Energy relative to the best compared isomer or geometry (same formula, charge and spin) in eV: 2.241
Orbital gap (spin up / spin down) in eV: 5.99 / 5.99
Highest occupied orbital energy (spin up / spin down) in Eh: -0.3413 / -0.3412

Structure (ORCA input):
```
! RIJCOSX wB97M-V def2-TZVPD def2/J DEFGRID3
* xyz 0 1
C -0.24518 0.67530 -0.08671
P -0.08993 -0.92080 0.76221
Cl 0.19793 -2.06821 -0.84259
Cl -2.06361 -1.23617 1.13179
Br 2.79109 0.55905 -0.67279
Br -0.54350 2.20898 0.85748
H -0.04681 0.78187 -1.14939
*
```

=====

# 3
8 unconnected molecules or ions with the total composition C33H82FN4O22S8. Source: the OMol25 dataset; level of theory: ωB97M-V/def2-TZVPD.

LUMO level in eV: -3.605
Orbital gap in eV: 8.25
Highest occupied orbital energy in Eh: -0.4357

Structure (ORCA input):
```
! RIJCOSX wB97M-V def2-TZVPD def2/J DEFGRID3
* xyz 1 1
C 5.44886 -4.53942 -2.68229
C 6.20200 -3.78318 -3.80177
C 5.53148 -2.43063 -4.14745
C 6.24770 -1.19731 -3.51130
C 6.76648 -1.45918 -2.06235
N 5.50245 0.05437 -3.67933
C 4.21990 0.11332 -3.17862
N 3.26817 0.52155 -3.97827
N 3.52445 0.83035 -5.31961
N 3.94112 -0.22735 -1.86671
S 4.24588 1.08033 -0.75919
C 2.57915 -0.74698 -1.60538
C 2.41624 -2.17199 -2.23753
C 1.76900 -2.19187 -3.62757
O 1.09558 -2.61295 -2.38204
C 6.26860 1.25685 -3.90849
F 6.35150 1.46531 -5.30309
C 5.83822 2.58298 -3.27949
C 6.70228 2.92262 -2.02462
H 5.94935 -5.44638 -2.32992
H 4.45515 -4.78893 -3.08325
H 5.35694 -3.85504 -1.82266
H 6.16345 -4.42721 -4.69304
H 7.26717 -3.64533 -3.57654
H 4.44532 -2.41773 -3.99021
H 5.67840 -2.29549 -5.23301
H 7.16823 -1.09822 -4.10676
H 7.14751 -0.50348 -1.67030
H 7.56885 -2.20024 -2.04530
H 5.94736 -1.79705 -1.41773
H 2.30494 0.63368 -3.67238
H 2.87212 0.31486 -5.90863
H 3.35476 1.82176 -5.47830
H 4.34302 0.42580 0.43417
H 2.43917 -0.90159 -0.53104
H 1.74041 -0.14852 -1.99514
H 3.21006 -2.90001 -2.04599
H 1.92164 -3.11328 -4.18308
H 1.35882 -1.26409 -4.01778
H 7.31060 1.06835 -3.60906
H 6.10258 3.36778 -4.00212
H 4.76505 2.71780 -3.08175
H 6.74943 2.08031 -1.32626
H 7.71681 3.16374 -2.36266
H 6.26122 3.78421 -1.50762
O 4.85601 -7.42087 -5.06307
S 5.65326 -8.28376 -4.24059
O 6.66424 -7.75702 -3.37363
O 6.29409 -9.42496 -5.14940
C 7.03220 -9.02890 -6.32018
C 8.43323 -8.56290 -5.97527
C 4.58750 -9.32759 -3.30237
H 6.48524 -8.26411 -6.87479
H 7.08775 -9.91058 -6.95677
H 8.41024 -7.62545 -5.41881
H 9.01530 -8.40473 -6.88365
H 8.94099 -9.29825 -5.35076
H 3.85961 -9.77797 -3.97221
H 4.08616 -8.70706 -2.56220
H 5.18725 -10.08871 -2.80942
O 3.29657 4.50379 0.57701
S 1.88333 4.49193 0.33374
O 1.30835 5.23500 -0.75004
O 1.12121 4.86235 1.67493
C 1.49782 6.07321 2.36348
C 0.89017 7.30337 1.71780
C 1.33467 2.82328 0.22265
H 2.58450 6.15380 2.42577
H 1.12351 5.97169 3.38078
H 1.31967 7.48559 0.73228
H 1.07112 8.18393 2.33426
H -0.18466 7.17750 1.58409
H 1.71622 2.27105 1.07769
H 1.72986 2.40831 -0.70038
H 0.24768 2.80538 0.20539
O -0.40313 8.37011 -2.38064
S -0.25679 7.60526 -3.58075
O 0.38289 8.15190 -4.73702
O -1.68616 7.01883 -4.00024
C -2.79406 7.92842 -4.12562
C -2.75922 8.68338 -5.43996
C 0.47884 6.05178 -3.19967
H -2.82306 8.61360 -3.27642
H -3.69657 7.31868 -4.08079
H -1.91789 9.37553 -5.47303
H -3.67683 9.25718 -5.57323
H -2.64548 7.99423 -6.27765
H -0.05263 5.60772 -2.36884
H 1.51492 6.22969 -2.92908
H 0.42438 5.41793 -4.08393
O -0.78607 1.03532 -2.52935
S -1.82018 0.73355 -3.48792
O -1.50700 0.50952 -4.86649
O -2.96282 1.83607 -3.38564
C -2.59629 3.22765 -3.48932
C -2.38053 3.64731 -4.93120
C -2.77210 -0.62387 -2.89355
H -1.71680 3.43830 -2.87668
H -3.42485 3.79384 -3.06668
H -1.49571 3.16789 -5.35233
H -2.24459 4.72731 -4.99665
H -3.23037 3.35679 -5.54926
H -3.06234 -0.42579 -1.86480
H -2.14621 -1.51350 -2.94416
H -3.64586 -0.74256 -3.52949
O -0.77121 1.87562 2.82208
S -2.14930 1.49514 2.71311
O -3.14512 2.06764 3.56011
O -2.25773 -0.09424 2.78785
C -1.64084 -0.76430 3.90470
C -2.49201 -0.67727 5.15705
C -2.66209 1.66742 1.03287
H -0.63775 -0.36975 4.07920
H -1.53063 -1.80730 3.61000
H -2.53884 0.34589 5.53040
H -2.07587 -1.30674 5.94397
H -3.51505 -0.99416 4.95245
H -1.93593 1.17343 0.38986
H -2.70244 2.73203 0.80854
H -3.64830 1.22319 0.92038
O -6.50354 1.03862 9.04238
S -7.01060 0.48906 7.82235
O -6.21190 -0.38594 7.01527
O -7.55525 1.68059 6.90758
C -6.67459 2.78648 6.64412
C -5.66296 2.45540 5.56552
C -8.56523 -0.27954 8.12937
H -6.18193 3.10950 7.56323
H -7.30812 3.60828 6.31227
H -4.95578 1.70178 5.91132
H -5.09835 3.34364 5.28181
H -6.15841 2.05282 4.68132
H -9.19611 0.40941 8.68441
H -8.38113 -1.17681 8.71807
H -9.02128 -0.54329 7.17801
O -9.65603 -3.30215 10.25365
S -9.35753 -4.56134 9.63750
O -10.31559 -5.24180 8.82345
O -8.81473 -5.56712 10.75125
C -9.61263 -5.76472 11.93247
C -10.76803 -6.71427 11.68266
C -7.85161 -4.41168 8.73110
H -9.96405 -4.80655 12.31972
H -8.94628 -6.19028 12.68159
H -11.50212 -6.27173 11.00917
H -11.26969 -6.95703 12.61996
H -10.41574 -7.63580 11.21825
H -7.10066 -3.95407 9.37056
H -8.04752 -3.77918 7.86716
H -7.53744 -5.40077 8.40747
*
```

=====

# 4
2 unconnected molecules or ions with the total composition C3H8NO. Source: the OMol25 dataset; level of theory: ωB97M-V/def2-TZVPD.

LUMO level in eV: -6.263
Energy relative to the best compared isomer or geometry (same formula, charge and spin) in eV: 1.459
Orbital gap in eV: 7.70
Highest occupied orbital energy in Eh: -0.5132

Structure (ORCA input):
```
! RIJCOSX wB97M-V def2-TZVPD def2/J DEFGRID3
* xyz 1 1
C -0.07160 -0.38687 1.72369
C -0.39296 0.07158 0.50064
C -1.73364 0.17647 0.05800
N 1.98825 0.41754 -1.65095
O -2.68083 -0.62628 0.32153
H 0.95078 -0.44791 2.05615
H -0.82702 -0.61308 2.46409
H 0.38687 0.41759 -0.19506
H -2.00410 0.95667 -0.65272
H 2.34021 1.35908 -1.51451
H 2.71907 -0.22692 -1.37751
H 1.78817 0.28840 -2.63462
H -2.46320 -1.38628 0.90126
*
```